Record 1
{
  "formula": "C17H27N2O3ReS4",
  "method": "the ωB97M-V functional and the def2-TZVPD basis",
  "elements": ["Re", "C", "O", "C", "C", "C", "C", "C", "C", "O", "C", "O", "C", "H", "H", "H", "H", "H", "H", "H", "H", "H", "C", "C", "S", "C", "C", "S", "C", "C", "S", "H", "H", "H", "H", "H", "H", "H", "H", "H", "H", "H", "H", "C", "N", "C", "N", "S", "H", "H", "H", "H", "H", "H"],
  "xyz": [[-0.3359, -0.2877, 0.0951], [3.9173, -6.5732, 1.6485], [2.9773, -5.5049, 1.9166], [2.6985, -4.6266, 0.9895], [3.2479, -4.6265, -0.3129], [2.8990, -3.6434, -1.1980], [1.9909, -2.6115, -0.8625], [1.6757, -1.5767, -1.7890], [2.2804, -1.5320, -3.1537], [0.8832, -0.6166, -1.5001], [1.4484, -2.6581, 0.4550], [0.5451, -1.7177, 0.8703], [1.7781, -3.6248, 1.3602], [3.9698, -7.1394, 2.5706], [4.8947, -6.1577, 1.4090], [3.5445, -7.2038, 0.8430], [3.9428, -5.3955, -0.6147], [3.3313, -3.6698, -2.1889], [3.3540, -1.7117, -3.1336], [2.0939, -0.5667, -3.6154], [1.8287, -2.3108, -3.7739], [1.3613, -3.6255, 2.3580], [-3.1143, 1.1913, 1.5494], [-2.7710, 2.0410, 0.3359], [-1.9632, 1.2040, -1.0553], [-3.2005, 0.1353, -1.8433], [-3.5502, -1.0953, -1.0354], [-2.0387, -1.9675, -0.5292], [-2.4709, -2.6118, 1.1037], [-2.7820, -1.5713, 2.1754], [-1.8160, -0.0149, 2.0465], [-4.0352, 0.6335, 1.4044], [-3.2678, 1.8479, 2.4058], [-2.0619, 2.8295, 0.5895], [-3.6649, 2.5301, -0.0553], [-2.7496, -0.1271, -2.8018], [-4.0856, 0.7370, -2.0538], [-4.1374, -1.7894, -1.6375], [-4.1226, -0.8467, -0.1450], [-1.6024, -3.2137, 1.3764], [-3.3074, -3.2993, 0.9681], [-2.5456, -1.9811, 3.1567], [-3.8333, -1.2918, 2.1970], [3.5659, 4.0409, -0.7403], [2.6510, 3.2283, 0.0712], [1.7026, 2.4744, -0.4181], [1.5005, 2.3559, -1.7158], [0.6601, 1.6678, 0.7884], [4.2316, 4.5734, -0.0693], [3.0028, 4.7696, -1.3240], [4.1639, 3.4018, -1.3901], [2.7438, 3.2623, 1.0770], [2.0449, 2.8808, -2.3865], [0.7664, 1.7667, -2.0664]],
  "forces_ev_per_a": [[-0.310, 0.254, 0.394], [-0.012, -0.007, 0.023], [0.000, 0.005, -0.049], [0.054, -0.021, 0.004], [-0.014, 0.001, 0.011], [-0.021, -0.052, 0.009], [-0.135, 0.187, 0.032], [0.285, -0.186, 0.177], [-0.034, 0.000, -0.022], [-0.017, 0.022, -0.215], [-0.086, 0.066, -0.187], [0.179, -0.116, 0.119], [0.048, -0.014, -0.077], [0.002, -0.001, -0.004], [-0.002, -0.001, -0.005], [0.007, 0.001, -0.001], [0.005, 0.002, 0.008], [-0.001, 0.003, 0.024], [-0.018, -0.005, 0.044], [-0.064, -0.007, -0.001], [0.012, 0.011, -0.020], [0.011, 0.000, -0.002], [0.016, 0.043, -0.014], [-0.009, 0.070, 0.049], [0.043, 0.010, -0.281], [0.027, 0.023, 0.017], [-0.010, 0.008, 0.054], [-0.022, -0.094, -0.173], [0.056, -0.064, 0.123], [0.054, -0.022, -0.084], [0.027, 0.059, 0.083], [-0.004, -0.027, -0.018], [0.008, -0.009, 0.001], [-0.005, -0.020, 0.007], [-0.011, -0.018, 0.005], [-0.004, 0.009, -0.009], [0.009, 0.019, -0.003], [0.001, 0.000, -0.004], [-0.006, -0.025, 0.012], [-0.034, 0.030, -0.015], [-0.018, 0.014, 0.026], [-0.003, -0.011, -0.007], [-0.016, 0.006, -0.026], [-0.015, -0.022, 0.028], [0.005, 0.035, 0.024], [-0.151, -0.153, 0.009], [0.060, 0.124, -0.030], [0.090, -0.089, -0.014], [0.002, 0.006, -0.003], [0.014, 0.004, -0.012], [-0.003, 0.006, -0.013], [0.008, 0.032, 0.010], [0.015, -0.015, 0.010], [-0.012, -0.069, -0.017]],
  "lowdin_charge": [0.86, 0.01, -0.01, -0.24, 0.05, 0.04, -0.09, -0.30, 0.03, -0.21, -0.24, -0.29, 0.11, 0.11, 0.11, 0.11, 0.13, 0.13, 0.11, 0.10, 0.12, 0.15, -0.41, -0.45, 0.85, -0.43, -0.42, 0.93, -0.43, -0.40, 0.88, 0.08, 0.11, 0.08, 0.12, 0.10, 0.12, 0.12, 0.08, 0.09, 0.12, 0.10, 0.09, 0.00, 0.00, -0.68, 0.18, 0.71, 0.11, 0.11, 0.11, 0.15, 0.13, 0.08],
  "orbital_gap_ha": [0.2213, 0.2323],
  "total_charge": 3,
  "multiplicity": 2,
  "homo_ha": [-0.6184, -0.6181],
  "lumo_ev": [-10.806, -10.497],
  "relative_energy_kcal_mol": 0.0
}

=====

Record 2
{
  "formula": "C15H22As4CrF24N4O4",
  "method": "the ωB97M-V functional and the def2-TZVPD basis",
  "elements": ["Cr", "N", "O", "O", "O", "C", "C", "O", "N", "H", "H", "C", "H", "H", "H", "H", "H", "H", "C", "N", "C", "C", "C", "C", "C", "C", "C", "C", "N", "C", "C", "C", "H", "H", "H", "H", "H", "H", "H", "H", "H", "H", "H", "H", "H", "H", "As", "F", "F", "F", "F", "F", "F", "As", "F", "F", "F", "F", "F", "F", "As", "F", "F", "F", "F", "F", "F", "As", "F", "F", "F", "F", "F", "F"],
  "xyz": [[-12.0717, -9.4986, 10.6059], [-11.1105, -11.0126, 8.5718], [-10.5824, -10.0168, 9.0069], [-10.5549, -11.7239, 7.7841], [-12.2032, -11.1848, 9.0491], [-6.5768, -8.6239, 8.2768], [-7.5094, -8.6452, 7.0286], [-7.4116, -7.7970, 6.1622], [-8.6918, -9.6386, 6.9520], [-8.4671, -10.5175, 7.3960], [-9.5137, -9.3559, 7.4665], [-9.0535, -9.9215, 5.4558], [-5.5628, -8.8374, 7.9387], [-6.9316, -9.3156, 9.0408], [-6.8437, -7.6664, 8.7240], [-9.6372, -9.0916, 5.0576], [-9.7292, -10.7707, 5.5568], [-8.2284, -10.1731, 4.7895], [-19.1720, -15.7616, 15.2929], [-18.1786, -15.6083, 14.2334], [-16.9426, -15.2337, 14.5825], [-15.9366, -15.0255, 13.6499], [-16.2097, -15.3700, 12.3143], [-17.5037, -15.7662, 11.9359], [-18.5005, -15.8834, 12.9061], [-15.1918, -15.3567, 11.2784], [-14.9899, -16.4904, 10.5304], [-13.9782, -16.5927, 9.5355], [-13.1802, -15.5370, 9.3060], [-13.2977, -14.3778, 10.0078], [-14.3082, -14.2775, 10.9500], [-12.2269, -15.5968, 8.2156], [-18.7077, -16.4030, 16.0419], [-20.0858, -16.1652, 14.8567], [-19.3813, -14.7765, 15.7099], [-16.8347, -14.9397, 15.6161], [-14.9510, -14.6895, 13.9367], [-17.6157, -16.0616, 10.9031], [-19.4963, -16.2204, 12.6584], [-15.6913, -17.3072, 10.6160], [-13.8694, -17.3925, 8.8179], [-12.6053, -13.5865, 9.7613], [-14.2725, -13.3719, 11.5374], [-12.6749, -15.1755, 7.3157], [-11.8806, -16.6238, 8.0998], [-11.4188, -14.9572, 8.5705], [-13.1778, -7.6056, 7.1064], [-13.3623, -7.3631, 5.3284], [-11.7060, -8.5878, 6.8062], [-12.8480, -7.8668, 8.8759], [-14.6023, -6.5600, 7.3384], [-14.2761, -9.0534, 6.9713], [-12.1091, -6.1068, 7.0348], [-10.4298, -12.2069, 12.4863], [-8.9046, -11.1891, 12.2272], [-9.4361, -13.5896, 13.0613], [-11.9970, -13.0532, 12.8888], [-11.3239, -10.8524, 11.8843], [-10.3765, -12.9457, 10.8642], [-10.4125, -11.6377, 14.1753], [-9.3895, -6.6728, 10.5550], [-10.5032, -5.3157, 10.2038], [-8.0402, -5.6168, 10.2278], [-8.2970, -8.0845, 10.7187], [-10.8240, -7.8030, 10.8585], [-9.4071, -7.0771, 8.7830], [-9.3349, -6.1570, 12.2925], [-15.6139, -10.1003, 11.0658], [-15.5656, -10.5541, 9.2936], [-15.1519, -8.4303, 10.6618], [-15.6208, -9.6187, 12.7521], [-15.9955, -11.7864, 11.6616], [-13.8193, -10.4804, 11.0818], [-17.3443, -9.7420, 10.7465]],
  "forces_ev_per_a": [[-0.330, 1.331, -1.371], [0.107, 0.085, 0.244], [3.494, 3.708, 0.938], [0.609, -1.713, -1.697], [-4.018, -2.621, 0.562], [-2.196, -0.961, -0.818], [0.566, 2.860, -0.309], [-0.545, -2.687, 1.529], [1.882, 0.110, -2.823], [0.275, -0.402, 0.226], [-0.876, 0.951, 0.533], [-1.184, -0.175, 1.227], [-0.050, 0.498, 0.294], [0.261, -0.371, -0.153], [0.825, 0.346, -0.193], [0.297, 0.088, 0.288], [0.033, 0.009, -0.248], [0.312, 0.236, 0.695], [-0.157, 0.180, 0.080], [-0.215, -0.531, -2.461], [0.319, 1.125, -0.436], [-0.591, -0.708, -0.632], [-0.838, 0.615, 0.924], [0.089, -0.274, 1.286], [1.624, 0.387, 0.600], [2.670, 1.313, -1.561], [0.517, -1.185, -1.776], [-1.214, 1.373, 0.933], [-1.043, -0.057, 0.604], [-1.011, -1.158, 0.048], [0.163, -0.160, 1.309], [0.884, 0.402, 0.183], [-0.511, -0.060, 0.053], [0.172, -0.137, 0.293], [-0.034, -0.091, 0.060], [0.193, -0.257, 0.127], [-0.013, 0.085, 0.169], [-0.673, 0.155, 0.032], [-0.072, 0.102, 0.317], [0.239, -0.342, 0.111], [-0.084, -0.307, 0.383], [0.045, 0.288, 0.111], [-0.444, 0.239, -0.035], [0.096, -0.139, 0.013], [-0.044, 0.207, -0.178], [0.318, -0.122, -0.590], [-0.279, 1.702, -2.556], [0.192, -0.631, 1.537], [-0.925, 0.153, 0.246], [-0.389, -0.261, -0.590], [1.495, -1.227, 0.467], [1.757, 1.627, 0.655], [-1.398, -2.196, 0.776], [3.881, -1.949, 2.820], [-2.480, -1.723, -0.130], [-1.212, 1.143, -0.824], [1.404, 0.775, -0.991], [-0.631, 0.637, 0.032], [-0.474, 0.867, 1.053], [-0.556, -0.091, -1.811], [0.471, 1.980, -0.886], [0.877, -1.934, 0.617], [-0.270, -0.657, 0.267], [-1.239, 1.201, 0.467], [0.621, 0.310, 0.141], [-0.306, -0.130, 1.624], [-0.255, -1.421, -2.157], [-2.119, 1.488, -2.323], [0.314, -0.061, 2.702], [-0.174, -1.693, 0.352], [0.113, -0.626, -1.082], [0.667, 1.316, -0.919], [-0.737, -0.251, 0.546], [1.802, -0.583, 1.076]],
  "lowdin_charge": [1.04, -0.62, -0.08, 0.06, -0.03, 0.03, -0.33, 0.14, 0.11, 0.14, 0.09, 0.03, 0.09, 0.07, 0.08, 0.10, 0.08, 0.10, 0.03, -0.09, 0.01, 0.10, -0.12, 0.06, 0.06, -0.13, 0.03, 0.04, -0.09, 0.06, 0.09, 0.04, 0.11, 0.11, 0.12, 0.16, 0.15, 0.14, 0.14, 0.12, 0.15, 0.13, 0.11, 0.13, 0.11, 0.11, 0.97, -0.31, -0.28, -0.30, -0.27, -0.29, -0.30, 0.94, -0.28, -0.29, -0.30, -0.29, -0.26, -0.26, 0.96, -0.25, -0.26, -0.27, -0.33, -0.27, -0.27, 0.96, -0.28, -0.25, -0.25, -0.31, -0.34, -0.28],
  "orbital_gap_ha": [0.1908, 0.2331],
  "multiplicity": 5,
  "homo_ha": [-0.3356, -0.3779],
  "lumo_ev": [-3.940, -3.940],
  "relative_energy_kcal_mol": 0.0
}

=====

Record 3
{
  "formula": "C14H26IIrN4O",
  "method": "the ωB97M-V functional and the def2-TZVPD basis",
  "elements": ["Ir", "C", "C", "N", "C", "C", "C", "C", "C", "C", "C", "N", "C", "C", "N", "N", "H", "H", "H", "H", "H", "H", "H", "H", "H", "H", "H", "H", "H", "H", "H", "H", "H", "H", "C", "C", "O", "H", "H", "H", "H", "H", "H", "I", "C", "H", "H"],
  "xyz": [[-0.1984, 0.2339, 0.5104], [2.4261, -0.7511, 0.9960], [2.7949, 0.1334, -0.1488], [1.6717, 1.0799, -0.3676], [1.4092, 1.4122, -1.7682], [0.4901, 0.3861, -2.3340], [0.4036, 0.0930, -3.6779], [-0.5432, -0.8247, -4.1093], [-1.3803, -1.4338, -3.1839], [-1.2669, -1.1036, -1.8514], [-2.1849, -1.6294, -0.8029], [-1.5230, -1.5732, 0.5071], [-0.7431, -2.7828, 0.8839], [0.5177, -2.3310, 1.5486], [1.1228, -1.3519, 0.6206], [-0.3348, -0.2077, -1.4394], [2.2905, -0.1807, 1.9143], [3.1991, -1.5022, 1.1695], [2.9323, -0.4494, -1.0637], [3.7325, 0.6505, 0.0522], [1.8726, 1.9356, 0.1521], [2.3323, 1.4956, -2.3431], [0.9130, 2.3857, -1.8180], [1.0553, 0.5937, -4.3838], [-0.6303, -1.0647, -5.1622], [-2.1335, -2.1452, -3.5005], [-2.5221, -2.6390, -1.0394], [-3.0785, -1.0011, -0.7770], [-2.2226, -1.3956, 1.2238], [-0.5178, -3.3412, -0.0279], [-1.3050, -3.4479, 1.5380], [1.1720, -3.1833, 1.7426], [0.3304, -1.8354, 2.5017], [1.2091, -1.7799, -0.3027], [-2.1864, 2.1420, 0.8325], [-2.0397, 1.8652, 2.3264], [-1.2567, 0.6357, 2.4463], [-2.3691, 3.1953, 0.6200], [-2.9903, 1.5631, 0.3810], [-1.2096, 1.9400, 0.2533], [-3.0081, 1.7110, 2.7955], [-1.5322, 2.6788, 2.8378], [-1.1769, 0.3336, 3.3643], [3.3735, 3.0045, 2.2582], [1.3698, 2.7191, 2.0866], [0.8239, 3.5154, 1.5901], [0.9106, 2.2515, 2.9488]],
  "forces_ev_per_a": [[0.272, -2.474, -2.874], [0.374, -0.376, 0.204], [0.122, -0.007, -0.252], [-0.742, 1.026, 1.245], [-0.056, 0.199, -0.263], [-0.185, -0.160, -0.170], [-0.055, 0.019, -0.087], [0.009, -0.034, -0.092], [-0.038, 0.029, -0.077], [0.213, 0.068, -0.152], [-0.326, -0.066, -0.149], [-0.569, 1.392, 1.145], [-0.121, -0.208, -0.132], [0.351, -0.358, 0.203], [-0.436, 0.873, 0.787], [0.356, 0.118, -0.226], [0.007, -0.007, 0.062], [-0.157, -0.198, 0.002], [0.019, -0.041, 0.024], [-0.071, 0.190, -0.071], [0.161, 0.007, -0.004], [0.030, -0.033, 0.002], [0.047, 0.026, 0.058], [0.014, -0.043, 0.046], [0.009, 0.000, 0.027], [0.040, 0.004, 0.029], [0.013, -0.045, 0.015], [-0.009, 0.011, 0.067], [-0.114, -0.207, -0.025], [0.020, 0.000, 0.010], [-0.185, 0.051, -0.063], [0.189, 0.097, -0.081], [0.043, 0.032, 0.008], [0.022, -0.030, -0.032], [0.136, -0.790, 0.194], [0.067, 0.222, -0.155], [0.242, 0.004, 0.320], [0.163, 0.017, -0.025], [0.044, -0.007, -0.041], [-0.120, 0.178, 0.148], [-0.057, -0.022, -0.010], [0.151, -0.033, 0.021], [0.071, 0.245, -0.015], [0.114, 0.024, -0.022], [-0.034, 0.413, 0.511], [0.002, -0.061, -0.029], [-0.027, -0.044, -0.081]],
  "lowdin_charge": [1.39, -0.14, -0.16, -0.15, -0.10, -0.22, 0.05, 0.05, 0.05, -0.21, -0.10, -0.12, -0.12, -0.14, -0.14, -0.02, 0.12, 0.16, 0.15, 0.12, 0.02, 0.16, 0.16, 0.15, 0.15, 0.15, 0.16, 0.15, 0.14, 0.15, 0.16, 0.16, 0.14, 0.15, -0.04, -0.20, -0.22, 0.12, 0.09, 0.04, 0.14, 0.12, 0.14, 1.04, -0.68, -0.01, -0.04],
  "orbital_gap_ha": [0.2277, 0.2640],
  "total_charge": 3,
  "multiplicity": 2,
  "homo_ha": [-0.6265, -0.6628],
  "lumo_ev": [-10.851, -10.851]
}

=====

Record 4
{
  "formula": "C6H4Br2O2",
  "method": "the ωB97M-V functional and the def2-TZVPD basis",
  "elements": ["C", "C", "C", "C", "C", "C", "O", "O", "Br", "Br", "H", "H", "H", "H"],
  "xyz": [[-0.3962, -0.0895, 0.7040], [-0.3127, 1.2988, 0.3702], [0.0975, -1.2248, 0.1842], [0.7569, 1.7737, -0.3059], [0.8792, -1.2448, -1.1061], [1.2910, -0.1265, -1.9365], [2.2310, -0.8789, -1.2271], [1.0941, 0.0045, -3.2669], [1.3364, 3.4943, -0.5339], [0.4245, -2.8023, -2.1560], [-1.0233, -0.2141, 1.6357], [-0.8978, 1.9985, 0.9586], [-0.1047, -2.2188, 0.7120], [0.1048, 0.1806, -3.4426]],
  "forces_ev_per_a": [[-1.551, -1.583, 1.618], [2.202, 1.443, -0.642], [0.252, -0.513, 0.178], [-0.942, -2.006, -1.211], [-1.689, -0.156, 0.568], [-1.353, 0.758, 2.113], [0.652, 0.593, -1.561], [-0.653, 0.653, 0.420], [-0.039, 0.266, -0.137], [-0.024, -0.371, 0.054], [0.750, -0.162, -1.035], [-0.155, -0.030, -0.011], [0.409, 1.604, -1.014], [2.142, -0.495, 0.660]],
  "lowdin_charge": [-0.14, -0.23, -0.11, -0.57, -0.78, -0.32, 0.06, 0.05, 0.73, 0.79, 0.12, 0.09, 0.12, 0.18],
  "orbital_gap_ha": [0.3124, 0.2807],
  "homo_ha": [-0.3253, -0.3096],
  "lumo_ev": [-0.350, -0.787],
  "relative_energy_kcal_mol": 43.2
}